# 1
Density functional theory data (the ωB97M-V functional and the def2-TZVPD basis) for a gas-phase ion, C6H19BN2O3P (charge -1).

Element x y z (Å)
C  1.068  1.366  1.509
C  0.564  -0.067  1.696
C  0.997  -0.620  3.051
C  -0.959  -0.163  1.536
C  -1.449  -1.615  1.644
C  -1.511  0.459  0.250
O  -1.269  -0.310  -0.879
B  -0.417  0.115  -2.031
N  -0.914  -0.736  -3.204
N  -0.450  1.644  -2.315
P  1.575  -0.225  -1.747
O  1.726  -1.740  -2.469
O  2.177  0.791  -2.942
H  1.934  1.571  2.143
H  0.301  2.102  1.765
H  1.370  1.547  0.476
H  1.011  -0.691  0.915
H  0.745  -1.676  3.161
H  0.508  -0.072  3.864
H  2.077  -0.523  3.185
H  -1.387  0.422  2.366
H  -0.669  -2.314  1.339
H  -2.293  -1.786  0.976
H  -1.750  -1.880  2.660
H  -1.147  1.489  0.129
H  -2.603  0.536  0.398
H  -0.302  -0.650  -4.011
H  -1.805  -0.346  -3.510
H  0.147  2.202  -1.712
H  -1.391  2.015  -2.201
H  2.667  -1.941  -2.543
H  1.445  1.097  -3.500

Forces on atoms 1 to 3 (eV/Å):
0.0 0.1 0.0
0.0 0.0 -0.1
0.0 0.0 0.1

The value obtained for the total energy is -941.6161 a.u. As for the multiplicity: 1. The value obtained for the LUMO energy is 3.48 eV. The value obtained for the strongest force on any atom is 0.292 eV Å⁻¹. As for the HOMO energy: -3.3 eV. The total charge is -1. Its HOMO-LUMO gap is 0.2495 Eh.

Atom charges from the natural (NBO) analysis, given in e for atoms 1 to 2:
1 C -0.614
2 C -0.242

# 2
Density functional theory data (the ωB97M-V functional and the def2-TZVPD basis) for C10H11P in the gas phase at a distorted geometry.

Element x y z (Å)
C  -0.063  -3.087  -0.165
C  0.240  -1.903  -0.038
C  1.093  -0.716  0.034
C  2.455  -0.904  0.075
C  3.333  0.121  0.098
C  2.832  1.429  -0.103
C  1.490  1.614  -0.050
C  0.549  0.604  0.044
C  -0.821  0.931  -0.121
P  -2.061  -0.194  0.063
C  -3.578  0.706  0.006
H  -0.454  -4.103  -0.037
H  2.917  -1.910  0.110
H  4.443  0.113  0.013
H  3.523  2.271  0.029
H  1.012  2.525  -0.221
H  -1.029  1.916  0.197
H  -2.003  -0.935  1.245
H  -2.222  -1.275  -0.981
H  -3.274  1.733  0.080
H  -4.353  0.493  0.764
H  -4.033  0.572  -1.042

Forces on atoms 1 to 3 (eV/Å):
-0.3 1.1 0.7
1.1 -1.9 -0.3
-2.0 0.1 0.2

The value obtained for the total energy is -728.8352 a.u. As for the multiplicity: 1. The value obtained for the LUMO energy is 0.61 eV. The value obtained for the strongest force on any atom is 3.553 eV Å⁻¹. As for the HOMO energy: -6.8 eV. As for the energy above the lowest of the compared OMol25 structures with the same formula, charge and spin: 369.4 kJ/mol. Its SMILES is C#Cc1ccccc1C=[PH2]C. Its HOMO-LUMO gap is 0.2708 Eh.

Atom charges from the natural (NBO) analysis, given in e for atoms 1 to 2:
1 C -0.247
2 C -0.040

# 3
Density functional theory data (the ωB97M-V functional and the def2-TZVPD basis) for 9 unconnected molecules or ions with the total composition C25H54Cl2N6O11 at a distorted geometry.

Element x y z (Å)
O  -1.433  0.241  -0.287
C  -0.148  -0.288  0.051
C  0.720  -1.064  -1.060
O  0.165  -2.239  -1.625
H  -0.263  -0.738  1.037
H  0.505  0.554  0.279
H  1.594  -1.413  -0.510
H  1.227  -0.467  -1.819
C  0.492  2.960  -1.573
C  1.263  2.170  -2.677
O  1.607  3.090  -3.599
C  0.838  4.238  -3.377
O  0.772  5.202  -4.159
O  0.169  4.167  -2.257
H  1.150  3.184  -0.733
H  -0.353  2.343  -1.269
H  0.617  1.417  -3.129
H  2.090  1.646  -2.197
C  2.195  -3.282  5.371
C  2.581  -2.476  4.141
O  3.409  -2.881  3.325
N  1.979  -1.319  3.950
C  2.307  -0.377  2.936
H  2.856  -3.324  6.237
H  2.068  -4.281  4.954
H  1.221  -2.974  5.752
H  1.212  -1.019  4.535
H  1.754  0.562  2.968
H  2.178  -0.784  1.933
H  3.348  -0.068  3.032
C  -1.824  0.709  6.887
C  -1.421  0.389  5.432
O  -0.336  -0.070  5.229
N  -2.434  0.437  4.565
C  -2.318  -0.048  3.170
H  -1.815  -0.197  7.493
H  -2.872  1.003  6.947
H  -1.139  1.392  7.390
H  -3.322  0.822  4.854
H  -2.747  0.509  2.337
H  -2.720  -1.057  3.073
H  -1.284  -0.109  2.829
C  0.263  3.039  2.405
C  1.577  3.766  2.376
O  2.553  3.157  1.924
N  1.623  4.959  2.966
C  2.829  5.758  3.137
H  -0.351  3.486  1.622
H  -0.146  2.936  3.410
H  0.382  2.020  2.038
H  0.789  5.242  3.459
H  3.350  5.620  4.085
H  2.638  6.798  2.875
H  3.503  5.418  2.351
C  -5.401  2.610  -2.678
C  -4.259  1.788  -2.037
O  -4.221  0.564  -2.158
N  -3.270  2.406  -1.403
C  -2.945  3.768  -1.194
H  -4.948  3.501  -3.113
H  -6.076  2.957  -1.897
H  -5.797  2.020  -3.505
H  -2.667  1.785  -0.883
H  -3.893  4.210  -0.887
H  -2.504  4.320  -2.024
H  -2.223  3.738  -0.378
C  -0.806  -6.968  -0.395
C  -0.755  -5.470  -0.717
O  -1.675  -4.926  -1.361
N  0.279  -4.674  -0.376
C  1.444  -5.063  0.512
H  -1.326  -7.008  0.562
H  0.170  -7.435  -0.261
H  -1.318  -7.507  -1.193
H  0.157  -3.708  -0.647
H  1.710  -4.141  1.028
H  2.317  -5.195  -0.127
H  1.338  -5.704  1.387
C  -2.572  1.596  -5.212
C  -1.723  0.303  -4.960
O  -2.264  -0.602  -4.317
N  -0.543  0.060  -5.578
C  0.336  -1.020  -5.171
H  -3.610  1.449  -5.511
H  -1.967  2.266  -5.823
H  -2.617  2.012  -4.206
H  -0.155  0.809  -6.133
H  1.318  -0.808  -5.594
H  0.003  -1.936  -5.659
H  0.319  -1.101  -4.084
Cl  3.243  -5.459  -2.850
C  2.856  -3.711  -2.910
C  3.946  -3.017  -3.714
Cl  4.050  -3.418  -5.438
H  2.678  -3.352  -1.896
H  1.908  -3.562  -3.426
H  4.910  -3.168  -3.228
H  3.657  -1.969  -3.630

Forces on atoms 1 to 3 (eV/Å):
2.9 -0.8 0.2
-3.5 2.7 -0.4
-0.4 -3.4 -0.8

The value obtained for the total energy is -3061.4914 a.u. As for the multiplicity: 2. As for the expectation value of S²: 0.76. The value obtained for the LUMO energy (spin up / spin down) is 1.93 / 1.43 eV. The value obtained for the strongest force on any atom is 4.419 eV Å⁻¹. As for the HOMO energy (spin up / spin down): -5.1 / -4.4 eV. The total charge is -1. Its HOMO-LUMO gap (spin up / spin down) is 0.2593 / 0.2144 Eh.

Atom charges from the Mulliken analysis, given in e for atoms 1 to 2:
1 O -0.746
2 C 0.109

# 4
Density functional theory data (the ωB97M-V functional and the def2-TZVPD basis) for 10 unconnected molecules or ions with the total composition C75H170N10O15 at a distorted geometry.

Element x y z (Å)
C  0.005  -3.720  3.478
C  -0.978  -4.797  4.041
C  -0.126  -5.908  4.690
C  -1.836  -4.084  5.092
C  -2.811  -3.081  4.446
C  -3.640  -3.775  3.374
C  -2.782  -4.548  2.297
C  -3.646  -5.422  1.457
C  -2.208  -3.411  1.355
N  -1.837  -5.397  3.036
O  -0.981  -5.971  2.060
H  0.674  -4.087  2.717
H  -0.428  -2.805  3.071
H  0.608  -3.358  4.317
H  0.668  -6.274  4.006
H  0.348  -5.564  5.618
H  -0.711  -6.764  5.017
H  -2.397  -4.780  5.738
H  -1.179  -3.522  5.788
H  -3.421  -2.649  5.229
H  -2.252  -2.265  3.944
H  -4.293  -3.043  2.882
H  -4.312  -4.491  3.815
H  -4.060  -6.237  2.076
H  -3.058  -5.857  0.624
H  -4.473  -4.827  1.022
H  -1.650  -2.655  1.891
H  -3.108  -2.962  0.917
H  -1.635  -3.656  0.454
H  -1.458  -6.731  1.699
C  4.333  3.711  -3.217
C  5.091  2.454  -2.906
C  6.438  2.560  -3.601
C  5.304  2.393  -1.424
C  5.733  1.072  -0.858
C  4.831  -0.080  -1.319
C  4.694  -0.075  -2.859
C  6.063  -0.602  -3.356
C  3.632  -1.099  -3.287
N  4.274  1.280  -3.322
O  4.166  1.302  -4.747
H  4.243  3.902  -4.289
H  3.333  3.596  -2.841
H  4.817  4.587  -2.806
H  7.057  1.697  -3.443
H  6.305  2.662  -4.698
H  7.011  3.431  -3.256
H  5.946  3.234  -1.183
H  4.334  2.594  -0.930
H  6.790  0.845  -1.148
H  5.806  1.163  0.220
H  3.857  0.054  -0.857
H  5.295  -1.013  -1.027
H  6.123  -1.671  -3.177
H  6.929  -0.154  -2.847
H  6.261  -0.433  -4.447
H  3.510  -1.158  -4.377
H  2.686  -0.779  -2.854
H  3.908  -2.088  -2.937
H  3.217  1.122  -4.856
C  -5.931  0.523  2.946
C  -4.912  1.559  3.537
C  -4.530  2.467  2.368
C  -5.542  2.488  4.614
C  -4.503  3.322  5.406
C  -3.406  2.421  6.089
C  -2.732  1.580  4.968
C  -1.778  2.383  4.081
C  -2.033  0.326  5.526
N  -3.769  0.907  4.122
O  -3.081  0.267  3.082
H  -6.211  -0.203  3.732
H  -6.793  1.008  2.542
H  -5.408  0.028  2.111
H  -3.767  3.224  2.585
H  -4.202  1.833  1.540
H  -5.395  3.014  2.007
H  -6.230  3.175  4.101
H  -6.167  1.926  5.345
H  -3.991  4.009  4.727
H  -5.096  3.865  6.158
H  -3.729  1.785  6.911
H  -2.632  3.140  6.430
H  -2.295  3.245  3.748
H  -1.333  1.876  3.212
H  -0.922  2.703  4.692
H  -2.710  -0.249  6.184
H  -1.174  0.638  6.149
H  -1.667  -0.384  4.738
H  -3.319  -0.659  3.080
C  0.190  -6.887  -3.221
C  0.579  -7.407  -1.786
C  -0.608  -8.124  -1.136
C  1.744  -8.382  -1.875
C  3.088  -7.655  -2.143
C  3.343  -6.578  -1.032
C  2.237  -5.527  -0.985
C  2.390  -4.693  0.251
C  2.390  -4.664  -2.227
N  0.926  -6.283  -0.813
O  -0.157  -5.281  -0.757
H  -0.438  -7.628  -3.733
H  -0.429  -5.983  -3.140
H  1.050  -6.765  -3.894
H  -1.532  -7.540  -1.164
H  -0.902  -9.013  -1.709
H  -0.338  -8.402  -0.108
H  1.868  -8.969  -0.952
H  1.536  -9.111  -2.666
H  3.898  -8.388  -2.209
H  3.069  -7.167  -3.143
H  4.279  -6.087  -1.290
H  3.409  -7.076  -0.080
H  1.769  -3.776  0.256
H  3.451  -4.358  0.209
H  2.180  -5.223  1.170
H  1.487  -4.116  -2.425
H  2.454  -5.341  -3.044
H  3.209  -3.954  -2.097
H  -0.394  -5.351  0.185
C  -3.518  4.562  -0.637
C  -4.196  4.548  -1.966
C  -5.321  3.546  -1.949
C  -4.751  5.947  -2.268
C  -3.576  6.918  -2.581
C  -2.687  6.434  -3.688
C  -2.140  5.011  -3.463
C  -1.643  4.490  -4.827
C  -0.942  5.151  -2.528
N  -3.267  4.139  -3.059
O  -2.822  2.815  -2.803
H  -4.161  4.871  0.198
H  -3.136  3.561  -0.358
H  -2.669  5.267  -0.690
H  -6.125  3.869  -1.269
H  -5.847  3.488  -2.928
H  -5.036  2.559  -1.674
H  -5.459  5.981  -3.116
H  -5.290  6.209  -1.333
H  -3.989  7.931  -2.818
H  -3.006  7.109  -1.640
H  -1.811  7.078  -3.823
H  -3.294  6.479  -4.590
H  -1.184  5.316  -5.439
H  -2.478  4.062  -5.378
H  -0.931  3.697  -4.659
H  -0.802  4.245  -1.939
H  -1.039  6.017  -1.867
H  -0.033  5.278  -3.151
H  -2.144  2.810  -2.108
C  1.666  -0.215  3.494
O  2.446  -0.221  2.327
C  3.360  -1.245  2.306
C  4.553  -0.965  3.147
N  5.343  0.108  2.581
C  6.525  0.385  3.336
C  7.023  1.748  3.022
O  6.037  2.753  3.155
C  6.494  3.917  2.535
H  0.852  0.508  3.456
H  2.307  0.098  4.321
H  1.293  -1.242  3.714
H  3.664  -1.340  1.260
H  2.883  -2.218  2.532
H  5.173  -1.892  3.146
H  4.252  -0.798  4.218
H  4.768  0.944  2.578
H  7.313  -0.324  3.095
H  6.318  0.304  4.429
H  7.452  1.809  1.989
H  7.895  1.917  3.702
H  6.654  3.813  1.443
H  7.444  4.248  2.972
H  5.805  4.741  2.731
C  4.060  6.650  6.655
O  3.046  6.998  5.687
C  2.327  8.166  6.041
C  0.841  7.862  6.148
N  0.337  7.749  4.821
C  0.662  6.434  4.228
C  -0.240  6.135  3.051
O  -1.609  5.945  3.605
C  -2.492  5.627  2.536
H  4.394  5.662  6.358
H  3.589  6.648  7.669
H  4.895  7.385  6.618
H  2.520  8.914  5.242
H  2.659  8.621  6.965
H  0.440  8.730  6.676
H  0.602  6.950  6.805
H  -0.675  7.893  4.801
H  0.467  5.579  4.918
H  1.689  6.422  3.926
H  0.048  5.211  2.532
H  -0.229  6.986  2.340
H  -2.274  6.308  1.706
H  -3.504  5.778  2.874
H  -2.400  4.574  2.186
C  0.494  1.690  -4.158
O  1.425  1.590  -5.210
C  1.491  2.742  -6.095
C  2.333  2.361  -7.303
N  1.546  1.752  -8.297
C  1.412  0.361  -8.048
C  2.514  -0.565  -8.523
O  2.865  -0.255  -9.849
C  4.025  -0.926  -10.242
H  0.701  2.569  -3.543
H  0.622  0.814  -3.535
H  -0.597  1.790  -4.366
H  2.020  3.595  -5.580
H  0.486  3.049  -6.380
H  3.269  1.878  -7.007
H  2.649  3.344  -7.668
H  1.783  1.969  -9.256
H  0.473  0.023  -8.464
H  1.295  0.256  -6.962
H  2.331  -1.650  -8.406
H  3.378  -0.305  -7.905
H  3.952  -2.004  -10.053
H  4.926  -0.508  -9.700
H  4.178  -0.729  -11.315
C  -5.706  -8.934  1.150
O  -5.252  -7.953  0.249
C  -5.585  -8.391  -1.062
C  -4.807  -7.491  -2.038
N  -5.125  -6.114  -1.759
C  -4.334  -5.224  -2.590
C  -4.867  -3.811  -2.511
O  -4.568  -3.313  -1.250
C  -5.246  -2.110  -0.966
H  -4.911  -9.679  1.267
H  -6.696  -9.339  0.896
H  -5.758  -8.415  2.102
H  -6.675  -8.253  -1.223
H  -5.338  -9.488  -1.166
H  -5.106  -7.809  -3.029
H  -3.717  -7.658  -1.909
H  -4.957  -5.926  -0.779
H  -4.287  -5.472  -3.646
H  -3.293  -5.182  -2.155
H  -5.953  -3.837  -2.662
H  -4.379  -3.241  -3.296
H  -4.773  -1.686  -0.116
H  -6.327  -2.291  -0.785
H  -5.121  -1.450  -1.849
C  3.065  3.006  2.231
O  1.907  3.533  1.702
C  1.291  2.608  0.815
C  -0.102  3.175  0.495
N  -0.824  2.229  -0.431
C  -1.275  1.033  0.191
C  -1.993  0.139  -0.848
O  -1.101  -0.301  -1.853
C  -0.461  -1.481  -1.604
H  3.858  2.769  1.499
H  2.886  2.148  2.917
H  3.529  3.757  2.882
H  1.253  1.663  1.349
H  1.790  2.367  -0.151
H  0.081  4.181  0.070
H  -0.709  3.411  1.410
H  -0.244  2.018  -1.224
H  -2.035  1.231  0.950
H  -0.442  0.502  0.663
H  -2.784  0.688  -1.371
H  -2.466  -0.705  -0.320
H  0.233  -1.726  -2.404
H  -1.208  -2.299  -1.551
H  0.096  -1.526  -0.634

Forces on atoms 1 to 3 (eV/Å):
0.2 0.3 0.6
1.0 0.8 0.2
0.5 -0.1 0.0

The value obtained for the total energy is -4635.3137 a.u. As for the multiplicity: 1. The value obtained for the LUMO energy is 0.61 eV. The value obtained for the strongest force on any atom is 2.628 eV Å⁻¹. As for the HOMO energy: -8.2 eV. As for the energy above the lowest of the compared OMol25 structures with the same formula, charge and spin: 0.0 kJ/mol. Its SMILES is CC1(C)CCCC(C)(C)N1O.CC1(C)CCCC(C)(C)N1O.CC1(C)CCCC(C)(C)N1O.CC1(C)CCCC(C)(C)N1O.CC1(C)CCCC(C)(C)N1O.COCCNCCOC.COCCNCCOC.COCCNCCOC.COCCNCCOC.COCCNCCOC. Its HOMO-LUMO gap is 0.3237 Eh.

Atom charges from the Mulliken analysis, given in e for atoms 1 to 2:
1 C -1.144
2 C 2.299